14 unconnected molecules or ions with the total composition C6H39NO14 at a distorted geometry, computed with ωB97M-V/def2-TZVPD.

Results
Charge ... +1
E_LUMO (spin up / spin down) ... -3.537 / -7.159 eV
Largest force on an atom ... 2.72 eV/A
Electronic energy ... -37002.3755 eV
Kohn-Sham gap (spin up / spin down) ... 9.6971 / 6.0738 eV
Multiplicity ... 2
⟨S²⟩ ... 0.772
Relative energy (zero: lowest compared OMol25 entry of this formula, charge and spin) ... 38.0 kJ/mol

XYZ file:
```
60
C6H39NO14 | OMol25 | ωB97M-V/def2-TZVPD
C -2.293 -1.112 0.243
O -2.773 0.135 0.767
C -0.920 -1.118 -0.395
C -0.932 -0.976 -1.959
C -1.773 0.195 -2.316
C -3.066 0.029 -2.780
C -0.175 1.831 -1.462
N -1.213 1.439 -2.418
H -2.458 -1.854 1.047
H -3.025 -1.339 -0.599
H -2.037 0.719 1.062
H -0.426 -0.229 0.025
H -0.324 -1.958 -0.045
H -1.358 -1.902 -2.386
H 0.094 -0.802 -2.275
H -3.638 0.918 -3.024
H -3.590 -0.902 -2.866
H 0.518 1.025 -1.301
H 0.302 2.797 -1.753
H -0.574 2.297 -0.535
H -1.858 2.234 -2.550
H 2.036 2.541 2.077
H 1.113 3.764 2.396
O 1.932 3.494 1.969
H 3.802 -0.972 -0.138
H 2.446 -1.193 -0.647
O 2.955 -0.492 -0.200
H 3.498 -2.025 4.152
H 1.997 -1.969 3.772
O 2.899 -2.004 3.401
H 2.546 -3.987 -0.267
H 2.321 -3.328 -1.618
O 2.772 -3.161 -0.745
H -0.664 1.447 2.506
H 0.673 0.806 2.359
O -0.295 0.536 2.365
H 1.017 -4.607 -3.402
H 1.873 -3.245 -3.657
O 1.790 -4.087 -3.173
H -2.536 3.208 2.189
H -2.082 2.829 3.597
O -1.703 2.952 2.720
H 3.292 0.031 -1.832
H 2.464 1.037 -2.651
O 3.296 0.556 -2.659
H 2.614 0.524 1.730
H 2.500 -0.168 3.048
O 2.328 0.704 2.645
H 0.233 -0.581 3.583
H -0.370 -1.733 4.632
O 0.355 -1.434 4.085
H -4.448 1.482 3.026
H -3.911 1.189 1.697
O -4.110 1.985 2.251
H 1.375 -0.755 -4.791
H 2.645 -1.160 -3.952
O 1.997 -1.459 -4.604
H -3.124 1.386 -0.549
H -4.222 2.360 -0.158
O -3.283 2.335 -0.395
```

=====

A molecular structure, C6H3Br3F3O2 at a distorted geometry, computed with ωB97M-V/def2-TZVPD.

Results
Charge ... -1
E_LUMO ... 2.906 eV
Largest force on an atom ... 4.73 eV/A
Electronic energy ... -228644.7411 eV
Kohn-Sham gap ... 6.7534 eV
Relative energy (zero: lowest compared OMol25 entry of this formula, charge and spin) ... 0.0 kJ/mol

XYZ file:
```
17
C6H3Br3F3O2 | OMol25 | ωB97M-V/def2-TZVPD
C -0.872 -1.005 1.922
C -0.719 -0.086 1.137
C 0.964 3.000 -2.907
C -0.880 1.092 0.352
C -0.733 -2.177 2.689
C 0.968 -0.645 -1.099
O 0.525 3.021 -1.858
O 1.335 3.019 -3.991
F 0.168 -3.102 2.229
F -1.903 -2.917 2.859
F -0.248 -1.890 3.875
Br 1.403 -2.593 -0.984
Br 2.616 0.371 -1.082
Br 0.294 -0.412 -3.031
H 0.007 1.459 -0.346
H -1.354 2.052 0.715
H -1.572 0.814 -0.482
```

=====

A gas-phase ion, C6H3ClFN2 (charge +1) at a distorted geometry, computed with ωB97M-V/def2-TZVPD.

Results
Charge ... +1
E_LUMO ... -6.507 eV
Largest force on an atom ... 5.72 eV/A
Electronic energy ... -24475.7381 eV
SMILES string ... N#[N+]C#C/C=C\C(F)=C\Cl
Kohn-Sham gap ... 6.7766 eV

XYZ file:
```
13
C6H3ClFN2 | OMol25 | ωB97M-V/def2-TZVPD
C -1.267 -0.412 0.537
C 0.056 -0.440 1.068
C -1.456 -0.122 -0.810
C 1.222 -0.740 1.585
C -0.508 0.759 -1.373
C 0.435 1.443 -0.532
N 2.675 -2.556 1.291
N 2.225 -1.543 1.550
F -0.649 0.903 -2.746
Cl 1.920 2.190 -0.892
H -2.146 -0.807 1.066
H -0.081 1.810 0.613
H -2.427 -0.487 -1.356
```

=====

Among the records above, which one has the lowest charge? C6H3Br3F3O2

=====

The lowest largest force on an atom belongs to which entry? C6H39NO14